Below is C30H35BiBrN3O4P as an isolated structure, with properties calculated with ωB97M-V/def2-TZVPD.

Atoms and positions in Å:
Bi  -0.198  -1.090  -0.012
Br  1.230  -1.457  -2.824
P  0.268  1.631  -0.293
O  -1.181  -2.813  1.818
O  0.721  -3.737  0.028
O  2.303  -1.532  0.591
O  0.400  -0.637  2.369
N  -2.198  0.044  0.630
N  -1.309  -0.593  -2.256
N  -1.253  2.150  0.216
C  -3.558  1.993  0.875
C  2.841  -2.862  0.768
C  1.120  2.553  2.141
C  -0.567  -1.111  3.336
C  -0.828  -0.617  -4.607
C  3.355  3.879  1.147
C  -2.554  -0.170  -2.532
C  -0.495  -0.810  -3.284
C  -0.534  2.780  -2.687
C  -2.992  0.048  -3.822
C  -4.503  -0.181  1.243
C  1.899  2.277  -3.947
C  0.233  -4.633  1.030
C  1.709  1.875  -2.635
C  1.957  3.238  3.003
C  -0.783  -2.596  3.175
C  2.517  3.203  0.271
C  -4.638  1.212  1.213
C  -1.162  -4.190  1.394
C  2.133  -3.804  -0.174
C  0.878  2.930  -4.627
C  1.399  2.532  0.768
C  -0.336  3.177  -4.000
C  -2.115  -0.175  -4.875
C  3.081  3.893  2.506
C  1.767  -0.771  2.826
C  -3.280  -0.716  0.950
C  2.691  -0.633  1.639
C  0.494  2.137  -1.996
C  -2.340  1.376  0.574
H  -2.430  -0.016  -5.898
H  1.883  -1.740  3.315
H  -1.483  2.983  -2.207
H  0.238  2.058  2.530
H  -1.566  -2.935  3.859
H  4.214  4.410  0.760
H  -0.223  -0.872  4.342
H  -3.640  3.071  0.832
H  1.975  0.015  3.555
H  2.698  -3.172  1.806
H  -3.210  -0.013  -1.687
H  2.512  1.363  -2.115
H  0.204  -5.654  0.642
H  3.912  -2.842  0.557
H  2.845  2.089  -4.436
H  -1.125  3.694  -4.530
H  -1.581  -4.828  2.174
H  -1.379  3.149  0.328
H  0.894  -4.624  1.902
H  0.129  -3.155  3.398
H  2.727  3.232  -0.788
H  2.317  -3.531  -1.212
H  -5.587  1.675  1.447
H  3.732  4.432  3.182
H  1.033  3.253  -5.648
H  -1.814  -4.243  0.522
H  -1.486  -0.561  3.145
H  2.504  -4.821  -0.031
H  -5.333  -0.824  1.495
H  2.645  0.373  1.227
H  -4.006  0.379  -3.998
H  -3.113  -1.784  0.978
H  3.722  -0.823  1.945
H  -0.115  -0.816  -5.394
H  1.731  3.278  4.061

Maximum force   0.00098 hartree/bohr
Kohn-Sham gap   8.2 eV
Molar mass   821.49 Da
Relative energy (zero: lowest compared OMol25 entry of this formula, charge and spin)   0.0 kJ/mol
Charge   +3
2S+1   1


Below is C18H16N7O10ReS as an isolated structure at a distorted geometry, with properties calculated with ωB97M-V/def2-TZVPD.

Atoms and positions in Å:
Re  0.068  -0.252  -0.032
S  2.779  -0.918  -1.366
O  1.247  3.329  -1.533
O  2.721  -2.173  -0.679
O  2.196  1.436  2.739
O  4.039  -0.335  -1.681
O  0.595  -4.208  1.088
O  6.600  -2.731  2.871
O  5.588  -4.517  2.235
O  3.932  1.235  3.995
O  0.188  -2.082  0.556
O  0.001  1.634  -0.759
N  -1.886  -0.216  0.103
N  1.928  0.151  -0.339
N  3.092  0.794  3.261
N  5.625  -3.356  2.542
N  -6.275  1.253  -0.346
N  -4.413  2.568  -0.766
N  -4.218  0.389  0.020
C  -0.308  -1.716  -3.819
C  4.358  -2.616  2.508
C  1.234  -0.330  -5.033
C  0.854  -3.040  1.152
C  3.148  -0.609  2.901
C  -4.957  1.415  -0.364
C  1.998  -1.202  2.398
C  0.049  -1.062  -5.000
C  3.233  -3.223  1.970
C  -2.991  0.181  0.048
C  2.062  -0.270  -3.924
C  -0.806  -1.202  -6.214
C  4.342  -1.306  2.967
C  1.072  2.292  -0.977
C  1.700  -0.953  -2.781
C  2.332  1.482  -0.349
C  0.519  -1.685  -2.710
C  2.051  -2.497  1.904
H  -0.382  -0.682  -7.068
H  -1.806  -0.814  -6.028
H  -3.412  2.684  -0.771
H  -0.902  -2.258  -6.463
H  -6.906  1.971  -0.659
H  5.242  -0.848  3.354
H  0.313  -2.315  -1.853
H  2.994  0.271  -3.944
H  2.396  1.902  0.664
H  -6.658  0.373  -0.038
H  1.518  0.189  -5.935
H  -4.980  3.357  -1.034
H  3.246  1.663  -0.920
H  -1.223  -2.285  -3.785
H  1.066  -0.643  2.422
H  3.282  -4.232  1.588

Maximum force   0.08684 hartree/bohr
Kohn-Sham gap (spin up / spin down)   6.5 / 6.8 eV
Molar mass   708.64 Da
Relative energy (zero: lowest compared OMol25 entry of this formula, charge and spin)   235.2 kJ/mol
Charge   +1
2S+1   2


Below is an isolated ion of composition C24H34N3O3S and charge +1 at a distorted geometry, with properties calculated with ωB97M-V/def2-TZVPD.

Atoms and positions in Å:
S  -3.558  0.438  0.712
O  1.153  -1.507  -0.276
O  -2.765  0.508  1.904
O  -4.367  -0.721  0.491
N  -4.508  1.786  0.503
N  1.612  -1.376  -2.473
N  3.402  -1.751  1.081
C  -0.534  0.598  -2.704
C  -4.145  2.984  1.125
C  -5.969  1.669  0.502
C  2.639  -3.199  -3.698
C  4.066  -1.583  -2.391
C  0.868  -1.081  -1.402
C  -3.838  5.413  2.365
C  -1.677  1.374  -2.789
C  -0.321  -0.217  -1.592
C  3.351  -2.984  1.905
C  -2.871  3.495  1.263
C  -1.267  -0.220  -0.569
C  2.754  -4.156  1.145
C  2.073  -0.218  2.537
C  -2.734  4.724  1.895
C  -2.401  0.556  -0.666
C  -5.264  3.667  1.599
C  3.430  -0.528  1.925
C  4.533  -1.768  0.124
C  -6.500  2.857  1.327
C  4.317  -0.836  -1.078
C  -2.623  1.351  -1.773
C  -5.117  4.887  2.221
C  2.719  -2.319  -2.455
H  -1.122  -0.830  0.310
H  0.194  0.661  -3.500
H  1.327  -1.042  -3.380
H  4.362  -3.213  2.254
H  5.436  -1.490  0.672
H  -3.707  6.367  2.851
H  3.404  -3.970  -3.664
H  -5.977  5.421  2.594
H  -1.748  5.147  2.020
H  3.481  -0.161  -0.888
H  1.668  -3.684  -3.759
H  1.788  -0.936  3.300
H  3.385  -4.482  0.322
H  2.639  -4.998  1.821
H  5.204  -0.216  -1.213
H  2.792  -2.606  -4.597
H  2.725  -2.780  2.773
H  2.107  0.761  3.006
H  -7.243  3.428  0.770
H  -6.248  0.698  0.913
H  -6.959  2.532  2.263
H  4.665  -2.790  -0.233
H  2.496  -1.713  0.515
H  4.189  -0.663  2.701
H  4.865  -2.307  -2.554
H  -1.832  2.004  -3.651
H  4.105  -0.866  -3.212
H  1.301  -0.204  1.772
H  1.771  -3.894  0.763
H  2.587  -2.941  -1.564
H  -3.515  1.953  -1.829
H  -6.315  1.714  -0.535
H  3.734  0.307  1.293
H  -2.012  2.948  0.905

Maximum force   0.02460 hartree/bohr
Kohn-Sham gap   7.8 eV
Molar mass   444.62 Da
Relative energy (zero: lowest compared OMol25 entry of this formula, charge and spin)   15.0 kJ/mol
Structure (SMILES)   CC[NH+](CC)CCC[C@H](C)NC(=O)c1cccc(S(=O)(=O)N2CCc3ccccc32)c1
Charge   +1
2S+1   1


Below is C39H36BMnN7O9P2S3 as an isolated structure at a distorted geometry, with properties calculated with ωB97M-V/def2-TZVPD.

Atoms and positions in Å:
Mn  -0.315  0.126  0.523
S  -1.298  -1.978  -3.191
S  1.021  1.034  -1.615
S  -1.124  0.260  2.463
P  2.092  2.519  1.692
P  2.861  -0.378  1.527
O  0.758  2.044  1.236
O  -7.161  -2.264  0.238
O  -0.993  -1.611  0.418
O  -6.612  -4.045  1.322
O  -1.820  0.696  -0.374
O  -0.624  -3.557  2.156
O  -3.745  0.763  -1.236
O  1.586  -0.677  0.800
O  -2.041  -5.163  1.960
N  0.855  -0.836  -4.397
N  -0.845  2.824  -2.374
N  -2.949  0.164  -0.574
N  -6.343  -3.013  0.737
N  -1.690  -4.007  1.791
N  1.328  -2.625  -3.235
N  -0.497  1.339  -3.948
C  2.507  -2.180  -3.807
C  -3.262  -1.076  0.003
C  1.164  2.348  4.284
C  1.176  -3.725  -2.317
C  3.700  5.661  -0.420
C  2.764  6.646  -0.148
C  1.381  -1.519  5.087
C  -3.973  -3.476  1.195
C  5.576  -1.849  -1.078
C  2.221  2.748  3.476
C  -2.216  -1.903  0.532
C  2.714  -0.645  3.295
C  5.002  -2.184  1.622
C  6.073  -2.855  1.050
C  3.406  1.347  1.204
C  2.201  -1.076  -4.529
C  3.665  -0.192  4.209
C  0.326  -1.787  -3.607
C  3.459  -0.397  5.561
C  1.688  6.378  0.690
C  -0.713  3.596  -1.160
C  -4.593  -1.460  0.033
C  2.385  3.096  6.216
C  4.223  -1.340  0.840
C  -4.941  -2.645  0.636
C  3.351  3.344  4.032
C  4.501  -1.181  -0.518
C  -2.650  -3.119  1.145
C  6.367  -2.679  -0.293
C  1.549  5.117  1.242
C  -1.480  2.203  -4.365
C  2.311  -1.047  6.000
C  1.582  -1.329  3.728
C  -0.133  1.710  -2.702
C  3.565  4.395  0.132
C  1.252  2.523  5.658
C  3.433  3.513  5.403
C  -1.711  3.114  -3.397
C  2.485  4.121  0.958
B  0.056  0.317  -5.026
H  4.155  3.686  3.388
H  3.501  1.415  0.116
H  0.430  -4.428  -2.687
H  0.429  2.212  6.288
H  0.329  3.874  -1.002
H  -2.410  3.928  -3.342
H  4.192  -0.048  6.276
H  5.809  -1.717  -2.127
H  2.875  7.630  -0.583
H  2.153  -1.198  7.060
H  0.290  1.902  3.827
H  0.494  -2.038  5.426
H  0.713  4.878  1.890
H  4.309  3.974  5.840
H  4.295  3.627  -0.093
H  4.537  5.879  -1.070
H  -5.348  -0.826  -0.409
H  2.452  3.228  7.288
H  -1.046  3.037  -0.289
H  -0.883  -0.158  -5.601
H  3.866  -0.548  -1.130
H  -1.322  4.493  -1.261
H  0.869  -1.708  3.009
H  0.845  -3.359  -1.343
H  6.683  -3.513  1.655
H  4.560  0.313  3.865
H  0.965  7.151  0.911
H  4.768  -2.312  2.672
H  2.135  -4.228  -2.210
H  0.792  0.950  -5.740
H  7.216  -3.187  -0.732
H  -1.944  2.084  -5.327
H  -4.264  -4.401  1.670
H  2.829  -0.436  -5.120
H  3.439  -2.697  -3.666
H  4.362  1.558  1.683

Maximum force   0.04269 hartree/bohr
Kohn-Sham gap (spin up / spin down)   4.5 / 4.6 eV
Molar mass   970.66 Da
2S+1   4


Below is C16H28LuN as an isolated structure at a distorted geometry, with properties calculated with ωB97M-V/def2-TZVPD.

Atoms and positions in Å:
Lu  -0.335  -0.112  -0.114
N  0.148  1.549  1.276
C  -4.602  -0.536  -1.103
C  0.380  -2.138  -1.061
C  1.854  -0.966  0.281
C  1.123  3.039  3.181
C  0.632  4.498  3.134
C  2.728  0.790  -1.416
C  0.573  2.233  2.123
C  0.720  -0.797  -3.290
C  -2.400  0.775  -1.230
C  -0.596  -3.160  -1.527
C  0.550  -2.870  1.453
C  1.840  -0.331  -1.002
C  -3.303  -0.131  -0.384
C  0.942  -1.064  -1.844
C  0.913  -2.044  0.268
C  2.767  -0.637  1.409
H  -1.807  1.506  -0.611
H  0.855  2.574  4.145
H  -1.075  -3.664  -0.678
H  -0.462  4.543  3.162
H  -1.391  -2.723  -2.150
H  -1.737  0.182  -1.913
H  -2.773  -1.067  -0.099
H  1.270  -3.690  1.594
H  0.964  4.985  2.212
H  1.213  -1.558  -3.914
H  2.293  -0.840  2.378
H  -0.345  -0.793  -3.562
H  1.017  5.076  3.979
H  -0.104  -3.938  -2.131
H  -5.231  -1.153  -0.453
H  -2.978  1.402  -1.920
H  3.745  0.423  -1.631
H  1.139  0.174  -3.575
H  2.223  3.008  3.092
H  0.559  -2.273  2.377
H  3.061  0.420  1.392
H  -0.448  -3.316  1.351
H  2.813  1.552  -0.628
H  -3.558  0.366  0.562
H  3.689  -1.240  1.358
H  -5.185  0.343  -1.402
H  -4.391  -1.123  -2.003
H  2.354  1.284  -2.320

Maximum force   0.05355 hartree/bohr
Kohn-Sham gap   8.2 eV
Molar mass   409.37 Da
Charge   +2
2S+1   1


Below is a 2-piece molecular cluster, C31H30N4 overall at a distorted geometry, with properties calculated with ωB97M-V/def2-TZVPD.

Atoms and positions in Å:
N  1.131  0.360  3.843
N  -1.667  -4.233  0.818
N  -0.173  1.230  2.289
N  -1.396  -1.522  4.001
C  3.432  -0.852  6.497
C  3.531  0.673  4.142
C  3.430  -3.238  -1.259
C  1.157  -2.174  1.578
C  5.851  -0.335  7.000
C  3.576  1.649  3.008
C  -0.952  -3.444  1.315
C  1.014  -1.303  6.268
C  0.060  0.987  4.477
C  2.548  -3.248  -2.351
C  4.627  -0.231  6.133
C  2.274  -0.712  5.727
C  -1.151  3.189  -1.353
C  2.980  -2.920  0.025
C  2.343  0.014  4.514
C  0.859  0.353  2.492
C  -0.071  1.366  -0.145
C  4.658  0.532  4.964
C  0.740  -2.680  -0.857
C  -1.579  3.822  -2.644
C  0.493  0.098  -0.144
C  1.197  -2.985  -2.136
C  -0.772  1.441  3.535
C  -0.135  -2.460  1.959
C  -1.515  3.740  -0.114
C  -1.111  3.192  1.114
C  -0.748  -1.913  3.105
C  1.618  -2.616  0.256
C  -0.392  2.032  -1.359
C  -0.474  1.942  1.108
C  -1.355  4.009  2.347
H  6.041  0.602  7.543
H  2.900  -3.502  -3.353
H  0.004  1.096  5.543
H  -1.981  4.820  -2.468
H  0.410  -1.828  5.524
H  -0.315  -2.409  -0.753
H  1.377  -0.132  -0.762
H  4.615  1.962  2.844
H  -2.350  3.230  -3.154
H  3.005  2.565  3.232
H  0.374  -0.551  6.751
H  -1.471  5.062  2.059
H  3.213  1.233  2.064
H  3.662  -2.895  0.878
H  -0.734  3.909  -3.335
H  1.278  -2.022  7.055
H  -2.292  3.726  2.849
H  6.740  -0.546  6.393
H  4.479  -3.481  -1.414
H  -0.093  1.561  -2.304
H  0.483  -3.008  -2.964
H  -0.528  3.957  3.068
H  1.624  0.196  1.743
H  5.736  -1.135  7.741
H  3.407  -1.434  7.424
H  -1.715  1.940  3.656
H  -0.078  -0.708  0.312
H  5.581  1.057  4.715
H  -2.107  4.654  -0.104
H  1.899  -1.829  2.301

Maximum force   0.07566 hartree/bohr
Kohn-Sham gap   4.6 eV
Molar mass   458.61 Da
2S+1   1


> Which of these has the lowest molar mass?

C16H28LuN


> Which formula does entry 6 have?

C31H30N4


> Which formula does entry 6 have?

C31H30N4